Record 1
Density functional theory data (ωB97M-V/def2-TZVPD) for the molecule C4H4N2O.

Summary:
- E_HOMO (alpha / beta) (eV) = -9.3 / -9.3
- lowest unoccupied orbital energy (alpha / beta) (eV) = -1.834 / -1.833
- spin multiplicity = 1
- energy relative to the best compared isomer or geometry (same formula, charge and spin) (kJ/mol) = 582.2

Atoms and positions in Å:
C  -0.33  0.33  0.17
C  0.49  -0.86  -0.54
C  -0.41  1.54  -0.42
N  -0.92  -1.22  0.47
N  1.63  -1.16  -0.05
C  -0.88  -0.26  1.41
O  -1.27  0.03  2.50
H  2.27  -1.50  -0.75
H  0.14  -1.01  -1.56
H  -0.06  1.71  -1.43
H  -0.68  2.39  0.19

Record 2
Density functional theory data (ωB97M-V/def2-TZVPD) for a structure of composition C33H52N3O3P2Ti.

Summary:
- expectation value of S² = 2.020
- E_HOMO (alpha / beta) (eV) = -8.0 / -9.7
- lowest unoccupied orbital energy (alpha / beta) (eV) = -3.200 / -3.199
- spin multiplicity = 3
- energy relative to the best compared isomer or geometry (same formula, charge and spin) (kJ/mol) = 0.0
- net charge = +1

Atoms and positions in Å:
C  2.01  1.41  -1.29
C  0.58  -0.26  -2.11
C  2.64  1.50  -2.52
C  1.23  -0.27  -3.33
C  2.25  0.65  -3.55
H  3.46  2.20  -2.62
H  0.90  -0.99  -4.08
H  2.74  0.69  -4.52
N  0.93  0.62  -1.14
P  2.02  1.38  1.50
P  -2.09  -0.51  -1.13
C  2.53  2.15  -0.07
H  3.63  2.16  -0.09
H  2.20  3.20  -0.09
C  -0.12  0.24  2.60
O  -0.24  0.01  3.75
C  -0.47  -1.29  -1.73
H  -0.72  -1.92  -2.59
C  -3.17  -2.02  -0.71
C  -2.80  0.44  -2.58
C  3.36  0.07  1.85
C  2.14  2.86  2.63
C  -2.96  -2.31  0.80
H  -3.11  -1.40  1.39
H  -3.69  -3.07  1.12
H  -1.96  -2.69  1.01
C  -4.65  -1.72  -0.93
H  -4.97  -0.84  -0.36
H  -4.90  -1.58  -1.99
H  -5.24  -2.58  -0.57
C  -2.79  -3.28  -1.51
H  -3.43  -4.11  -1.17
H  -2.97  -3.17  -2.59
H  -1.75  -3.58  -1.34
C  -4.03  1.23  -2.07
H  -3.82  1.69  -1.08
H  -4.25  2.05  -2.77
H  -4.94  0.62  -1.99
C  -1.80  1.49  -3.08
H  -1.42  2.12  -2.26
H  -0.95  1.02  -3.60
H  -2.32  2.15  -3.80
C  -3.16  -0.53  -3.72
H  -2.67  -1.52  -3.64
H  -4.24  -0.69  -3.81
H  -2.83  -0.10  -4.68
C  1.97  2.43  4.10
H  1.90  3.35  4.70
H  1.06  1.84  4.26
H  2.84  1.87  4.46
C  1.00  3.84  2.27
H  1.11  4.25  1.26
H  0.00  3.38  2.36
H  1.04  4.68  2.99
C  3.47  3.60  2.47
H  3.40  4.55  3.02
H  4.32  3.05  2.89
H  3.70  3.85  1.42
C  3.42  -0.90  0.67
H  4.20  -1.66  0.87
H  2.47  -1.44  0.54
H  3.67  -0.42  -0.28
C  2.96  -0.73  3.10
H  2.00  -1.24  2.97
H  3.74  -1.48  3.28
H  2.89  -0.09  4.00
C  4.74  0.72  2.05
H  5.01  1.40  1.23
H  4.79  1.26  3.01
H  5.49  -0.08  2.10
Ti  -0.27  0.49  0.66
N  0.02  -1.47  0.63
C  0.09  -2.08  -0.50
C  0.72  -3.40  -0.70
C  0.96  -4.19  0.45
C  1.04  -3.89  -1.98
C  1.47  -5.48  0.30
H  0.71  -3.77  1.43
C  1.56  -5.18  -2.12
H  0.87  -3.26  -2.86
C  1.76  -5.97  -0.98
H  1.63  -6.10  1.19
H  1.78  -5.55  -3.12
H  2.15  -6.98  -1.10
N  -3.82  2.97  2.06
C  -2.91  3.49  0.96
C  -1.92  2.40  0.70
O  -0.89  2.48  -0.05
O  -2.13  1.31  1.33
H  -4.32  2.11  1.76
H  -4.55  3.64  2.34
H  -3.32  2.71  2.93
H  -3.53  3.67  0.08
H  -2.47  4.44  1.28

Record 3
Density functional theory data (ωB97M-V/def2-TZVPD) for a structure of composition C29H80Br6N12O7P4.

Summary:
- E_HOMO (eV) = -8.4
- lowest unoccupied orbital energy (eV) = -0.338
- spin multiplicity = 1
- energy relative to the best compared isomer or geometry (same formula, charge and spin) (kJ/mol) = 51.2

Atoms and positions in Å:
C  2.57  -4.99  -3.99
Br  1.70  -3.36  -3.35
Br  2.26  -6.35  -2.65
Br  4.44  -4.83  -4.45
H  2.00  -5.27  -4.87
C  3.46  6.05  -2.92
Br  4.48  7.56  -3.62
Br  3.74  5.83  -0.98
Br  3.84  4.39  -3.81
H  2.41  6.32  -2.98
O  3.04  3.50  6.21
P  3.28  2.20  5.52
N  2.19  1.80  4.30
C  1.91  2.80  3.25
C  1.16  0.74  4.45
N  3.27  0.86  6.52
C  2.76  0.95  7.89
C  3.71  -0.46  6.06
N  4.74  2.22  4.68
C  5.80  3.11  5.07
C  5.15  1.21  3.71
H  1.11  2.52  2.57
H  2.81  2.92  2.65
H  1.66  3.75  3.73
H  1.63  -0.25  4.45
H  0.49  0.82  3.61
H  0.64  0.89  5.40
H  2.41  -0.03  8.19
H  3.55  1.31  8.57
H  2.04  1.77  7.94
H  4.80  -0.48  6.17
H  3.23  -1.22  6.67
H  3.49  -0.74  5.03
H  6.30  2.74  5.97
H  6.47  3.33  4.24
H  5.46  4.12  5.32
H  4.39  0.45  3.56
H  6.04  0.67  4.05
H  5.39  1.68  2.75
O  -1.84  -5.10  2.58
P  -0.37  -4.87  2.63
N  0.48  -5.89  3.68
C  1.92  -6.12  3.61
C  -0.13  -6.52  4.84
N  0.10  -3.29  3.03
C  1.47  -2.99  3.37
C  -0.91  -2.26  3.15
N  0.47  -5.17  1.18
C  0.32  -6.51  0.65
C  0.72  -4.13  0.19
H  2.51  -5.44  4.22
H  2.29  -6.02  2.58
H  2.21  -7.15  3.85
H  0.36  -6.24  5.78
H  -0.15  -7.60  4.77
H  -1.13  -6.11  4.96
H  2.14  -3.61  2.78
H  1.75  -1.95  3.19
H  1.68  -3.14  4.44
H  -1.46  -2.06  2.23
H  -1.61  -2.48  3.96
H  -0.46  -1.29  3.39
H  1.13  -6.81  -0.02
H  0.37  -7.26  1.45
H  -0.64  -6.70  0.16
H  0.99  -4.60  -0.75
H  1.46  -3.41  0.55
H  -0.16  -3.54  -0.07
O  0.74  7.53  -3.62
P  -0.23  6.81  -4.47
N  -1.56  7.84  -4.70
C  -2.90  7.35  -5.03
C  -1.64  9.09  -3.95
N  -0.83  5.46  -3.65
C  -0.15  4.18  -3.91
C  -1.32  5.63  -2.31
N  0.28  6.30  -5.98
C  -0.66  5.84  -6.97
C  1.62  6.57  -6.44
H  -2.85  6.78  -5.95
H  -3.65  8.12  -5.20
H  -3.28  6.66  -4.26
H  -2.36  8.97  -3.13
H  -2.06  9.83  -4.63
H  -0.72  9.43  -3.47
H  0.94  4.28  -4.05
H  -0.24  3.49  -3.08
H  -0.45  3.72  -4.86
H  -1.62  4.71  -1.79
H  -0.55  6.09  -1.68
H  -2.27  6.17  -2.32
H  -0.99  6.64  -7.66
H  -0.17  5.17  -7.69
H  -1.55  5.37  -6.56
H  2.27  7.02  -5.69
H  1.59  7.34  -7.22
H  2.05  5.68  -6.91
O  -3.31  -2.15  -0.79
P  -3.93  -3.41  -1.25
N  -4.48  -4.44  -0.06
C  -5.69  -5.22  -0.21
C  -4.01  -4.28  1.32
N  -2.99  -4.38  -2.27
C  -2.16  -5.40  -1.67
C  -2.48  -3.65  -3.44
N  -5.26  -3.12  -2.26
C  -5.85  -4.01  -3.25
C  -6.09  -1.97  -1.83
H  -6.01  -5.71  0.71
H  -5.52  -6.02  -0.94
H  -6.56  -4.63  -0.51
H  -3.02  -3.87  1.45
H  -4.09  -5.18  1.92
H  -4.76  -3.61  1.77
H  -1.30  -4.97  -1.15
H  -2.72  -6.05  -1.00
H  -1.85  -6.18  -2.38
H  -3.28  -3.04  -3.86
H  -1.66  -2.97  -3.23
H  -2.20  -4.34  -4.24
H  -5.17  -4.17  -4.09
H  -6.03  -5.00  -2.82
H  -6.80  -3.65  -3.64
H  -5.54  -1.10  -2.18
H  -6.24  -1.78  -0.76
H  -7.10  -2.08  -2.22
C  1.02  3.69  -0.38
O  0.89  2.33  0.00
C  0.75  1.43  -0.96
O  1.10  1.53  -2.10
O  0.10  0.38  -0.45
C  -0.36  -0.62  -1.30
H  1.50  4.22  0.44
H  0.02  4.10  -0.52
H  1.70  3.85  -1.21
H  -0.87  -0.30  -2.21
H  -0.96  -1.36  -0.79
H  0.42  -1.23  -1.79

Record 4
Density functional theory data (ωB97M-V/def2-TZVPD) for the ion C6H10N with charge +1.

Summary:
- E_HOMO (alpha / beta) (eV) = -14.3 / -13.4
- lowest unoccupied orbital energy (alpha / beta) (eV) = -6.089 / -6.592
- spin multiplicity = 1
- energy relative to the best compared isomer or geometry (same formula, charge and spin) (kJ/mol) = 342.9
- net charge = +1

Atoms and positions in Å:
C  0.32  1.58  1.49
C  1.21  0.72  0.84
C  -0.97  1.49  1.15
C  0.62  -0.13  -0.20
C  1.18  -1.57  -0.23
C  -1.68  -0.27  -1.23
N  -0.78  -0.08  -0.17
H  0.67  2.27  2.25
H  2.25  0.65  1.09
H  -1.96  1.78  1.37
H  1.00  0.35  -1.12
H  0.88  -2.10  0.68
H  2.27  -1.55  -0.29
H  0.79  -2.10  -1.09
H  -2.63  0.20  -1.00
H  -1.86  -1.35  -1.33
H  -1.31  0.11  -2.19